[1]
ORCA calculation (ωB97M-V/def2-TZVPD) on a molecular structure, C13H24F3NO5V in a non-equilibrium geometry.

```
! wB97M-V def2-TZVPD RIJCOSX def2/J DEFGRID3
* xyz -1 1
O 0.9005 -2.0721 0.4695
V 0.6998 -0.5669 0.7958
O 0.8148 -0.2695 2.4499
C 3.3173 1.2968 0.7891
O 3.7208 2.5489 0.1414
O 2.2001 0.9683 0.0457
C 4.4941 0.1290 0.9844
F 5.2325 0.5639 2.0056
F 3.8216 -1.0434 1.2456
F 5.1210 0.0917 -0.1738
C 4.7226 3.2912 0.8001
C 6.2942 2.9895 0.6853
H 6.7236 2.2310 1.3398
H 6.4353 2.4944 -0.2755
H 6.8879 3.9033 0.7101
H 4.3614 3.6534 1.7626
H 4.6800 4.2146 0.2224
H 2.9416 1.7695 1.6966
C -4.0058 0.5276 0.3191
C -2.8351 -0.4626 0.7199
C -3.2835 -1.9193 0.7630
C -3.6361 -2.4672 -0.5827
C -2.3599 -2.3956 -1.4994
C -1.7357 -0.9662 -1.6446
N -1.6120 -0.3324 -0.2554
O -0.8585 0.9048 -0.2475
C -2.7595 -0.1195 -2.4852
C -0.3974 -1.2389 -2.5024
C -2.3838 -0.2097 2.1501
H -4.6585 -0.0216 -0.3596
H -3.6084 1.4183 -0.1676
H -4.6462 0.8766 1.1292
H -4.1279 -1.9216 1.4522
H -2.4926 -2.5692 1.1375
H -4.5727 -2.0296 -0.9285
H -3.8670 -3.5317 -0.5433
H -2.4327 -2.8263 -2.4980
H -1.5385 -2.9649 -1.0643
H -2.3924 0.9068 -2.4840
H -3.7776 -0.1375 -2.0963
H -2.7831 -0.4365 -3.5278
H -0.0271 -0.3619 -3.0333
H -0.5743 -1.9996 -3.2628
H 0.4761 -1.5798 -1.9466
H -1.7253 0.6525 2.2551
H -1.6748 -0.9426 2.5351
H -3.0786 -0.0458 2.9738
*
```

HOMO energy: -4.4 eV
HOMO-LUMO gap: 7.388 eV
energy relative to the best compared isomer or geometry (same formula, charge and spin): 172.6 kJ/mol

[2]
ORCA calculation (ωB97M-V/def2-TZVPD) on a molecular structure, C13H24F6NO7S2 in a non-equilibrium geometry.

```
! wB97M-V def2-TZVPD RIJCOSX def2/J DEFGRID3
* xyz -1 1
O -1.2948 0.3702 -2.3553
S -0.8581 -0.6596 -1.4408
O 0.2802 -0.2826 -0.6273
C -2.2449 -0.9030 -0.3076
C -3.4424 0.0177 -0.5444
C -4.2391 -0.3297 -1.7593
F -4.0900 0.4228 -2.8682
C -5.0661 -1.3770 -1.8380
F -5.0749 -2.2790 -2.8044
F -5.9943 -1.6599 -0.9251
N -0.7494 -2.0782 -2.1506
S 0.5226 -3.0095 -2.0547
O 0.1438 -4.2844 -2.6248
O 1.1322 -3.0987 -0.7492
C 1.8677 -2.4909 -3.1714
C 2.0112 -1.0753 -3.7040
O 0.7927 -0.5834 -4.1789
C 2.7335 -0.0869 -2.7486
F 2.0468 1.0364 -2.5388
F 3.9144 0.3078 -3.3311
F 3.0800 -0.6235 -1.5739
H -2.5891 -1.9258 -0.4555
H -1.8628 -0.8224 0.7082
H -4.1285 -0.1480 0.2975
H -3.1760 1.0741 -0.5438
H 2.7848 -2.7787 -2.6600
H 1.7733 -3.1445 -4.0358
H 2.7045 -1.1456 -4.5527
H 0.9383 0.2167 -4.6907
C 5.6778 -0.3546 1.2934
C 5.6437 1.1629 1.2086
C 4.3829 1.7215 1.8523
O 5.7312 1.5820 -0.1515
H 4.8210 -0.7740 0.7598
H 6.5824 -0.7447 0.8250
H 5.6428 -0.7025 2.3272
H 6.5237 1.5804 1.7031
H 3.4963 1.3454 1.3351
H 4.3705 2.8100 1.7830
H 4.3148 1.4367 2.9039
H 4.9660 1.2260 -0.6202
C -3.5698 2.4928 2.6724
C -4.0705 1.3949 3.5968
C -3.8155 1.7389 5.0575
O -3.4450 0.1576 3.2674
H -2.4898 2.6217 2.7852
H -3.7591 2.2300 1.6319
H -4.0531 3.4484 2.8837
H -5.1397 1.2407 3.4409
H -2.7427 1.8513 5.2366
H -4.1772 0.9404 5.7061
H -4.3111 2.6695 5.3392
H -2.4952 0.2657 3.3920
*
```

HOMO energy: -6.0 eV
HOMO-LUMO gap: 8.552 eV

[3]
ORCA calculation (ωB97M-V/def2-TZVPD) on a molecular structure, C13H24N5O5PdS2 in a non-equilibrium geometry.

```
! wB97M-V def2-TZVPD RIJCOSX def2/J DEFGRID3
* xyz 3 5
Pd -14.3472 -2.2332 11.6867
C -15.4659 -5.9222 15.4409
O -15.4704 -5.5935 13.9861
C -15.1272 -4.3861 13.5946
O -15.0352 -4.1551 12.3658
N -14.7142 -3.3986 14.5157
N -14.5954 -2.0703 13.9561
H -16.2114 -6.7499 15.5678
H -15.8520 -5.1258 16.1149
H -14.4472 -6.2552 15.6880
H -15.1654 -3.3860 15.4541
H -13.7650 -1.5750 14.3617
H -15.3258 -1.3848 14.1229
O -13.6816 0.5002 10.4400
C -13.8238 -0.5857 10.7935
O -16.6413 -1.5873 12.1940
S -17.2555 -1.6985 10.8353
C -18.8595 -0.8512 11.0398
C -19.9357 -1.6443 10.3566
C -19.2918 -2.9727 9.7968
C -18.1539 -3.3564 10.6747
H -18.6436 0.1683 10.7384
H -18.9941 -0.8466 12.1469
H -20.4381 -1.0030 9.6392
H -20.6968 -1.9692 11.0571
H -18.9216 -2.7110 8.7794
H -19.9365 -3.8397 9.6199
H -17.3443 -3.9177 10.1207
H -18.2782 -3.7582 11.6591
C -15.7000 -3.7651 5.5085
C -14.4957 -4.5038 5.9174
S -14.1766 -3.9591 7.6915
O -15.4834 -3.9982 8.3891
C -13.0072 -5.3508 8.2050
C -13.7993 -6.5507 8.6727
H -15.9690 -3.8925 4.4217
H -15.5127 -2.6765 5.6748
H -16.4763 -3.9891 6.2669
H -13.5794 -4.3949 5.2847
H -14.6428 -5.6148 5.9609
H -12.4247 -4.8890 8.9983
H -12.3499 -5.5178 7.3282
H -14.1330 -6.2896 9.6723
H -13.1134 -7.4117 8.7431
H -14.7124 -6.8234 8.1326
N -12.3669 -3.1189 11.5659
C -11.4332 -2.4028 11.8399
N -10.5255 -1.6775 12.2734
C -10.0454 -0.5845 11.8334
N -9.6259 0.5055 11.6745
*
```

HOMO energy (alpha / beta): -18.5 / -18.1 eV
HOMO-LUMO gap (alpha / beta): 9.513 / 5.092 eV
energy relative to the best compared isomer or geometry (same formula, charge and spin): 75.1 kJ/mol
⟨S²⟩: 6.05

[4]
ORCA calculation (ωB97M-V/def2-TZVPD) on a molecular structure, C13H25AlB3Cl4F4IKMgN3O10 in a non-equilibrium geometry.

```
! wB97M-V def2-TZVPD RIJCOSX def2/J DEFGRID3
* xyz 2 1
C -0.6763 3.3740 4.4198
C -0.3856 4.3643 3.2717
O -1.1519 3.9824 2.0990
B -0.4492 3.8538 0.9529
O 0.5643 4.7279 0.5995
C -0.7938 2.6601 -0.1253
Cl 0.1623 2.9372 -1.6288
C -2.2143 2.8891 -0.5234
N -3.2992 2.8096 -0.8928
C -0.5709 1.2228 0.4256
C -1.2859 0.9893 1.7146
N -1.8240 0.8370 2.7163
B 1.0128 1.0925 0.8033
O 1.3867 1.1781 2.1458
O 1.9681 0.9615 -0.1626
C 3.0552 0.0877 0.1221
C -1.0813 0.1217 -0.5551
I 0.0636 -1.7092 -0.4703
C -2.6164 -0.1686 -0.3962
C -3.1280 -1.3487 0.4322
H -0.5569 3.8883 5.3783
H -1.7123 3.0340 4.3765
H 0.0250 2.5377 4.3559
H 0.6938 4.3577 3.1175
H -0.7676 5.3298 3.6107
H 0.1921 5.6186 0.5539
H 1.4478 0.2995 2.5353
H 2.7954 -0.6483 0.9051
H 3.2435 -0.5001 -0.7786
H 3.9681 0.6351 0.3693
H -0.9489 0.5033 -1.5702
H -2.9751 -0.3634 -1.4160
H -3.1933 0.6903 0.0103
H -4.2080 -1.1411 0.6853
H -3.2221 -2.4375 -0.3192
H -2.6230 -1.4818 1.3866
B 5.7779 -2.8032 -0.4933
F 6.4821 -1.8196 0.1773
F 4.6993 -2.2793 -1.1348
F 6.5872 -3.5015 -1.3532
F 5.2727 -3.7907 0.5212
O -3.0682 6.3546 3.8611
H -3.0270 6.0839 2.9382
H -3.7999 6.9790 3.8963
Mg 4.8635 -5.4678 0.0144
Cl -2.8298 -3.6941 0.2910
C 2.2857 -4.4800 -2.7992
O 3.1872 -5.2205 -2.3371
N 2.2940 -3.9348 -3.9883
C 1.1865 -3.0779 -4.4204
C 3.4186 -4.1801 -4.8888
H 1.3942 -4.2259 -2.2134
H 0.7261 -3.4981 -5.3125
H 1.5824 -2.0872 -4.6483
H 0.4143 -2.9929 -3.6193
H 3.5076 -5.2488 -5.0811
H 4.3413 -3.8339 -4.4220
H 3.2631 -3.6530 -5.8244
K 4.9249 -2.8847 2.2808
O -7.0634 1.6323 0.9011
Cl -6.0173 1.1492 1.7419
O -6.5064 0.1588 2.6544
O -5.3856 2.2225 2.4424
O -4.9974 0.4999 0.8817
Cl -1.6371 -2.7434 -3.6180
Al -2.7717 -4.8478 -4.5971
*
```

HOMO energy: -12.1 eV
HOMO-LUMO gap: 1.078 eV

[5]
ORCA calculation (ωB97M-V/def2-TZVPD) on a molecular structure, C13H25AlF12N2O18S7 in a non-equilibrium geometry.

```
! wB97M-V def2-TZVPD RIJCOSX def2/J DEFGRID3
* xyz -1 2
Al -0.8960 -0.5009 -0.6670
C -1.8098 -2.8279 -4.7760
F -1.1955 -2.0536 -5.6067
F -2.8935 -2.1528 -4.2955
F -2.2308 -3.9804 -5.3677
S -0.6274 -3.3551 -3.1842
O -1.4352 -3.5480 -1.9924
O 0.1599 -4.5152 -3.5352
N 0.3363 -1.9122 -2.8919
S 1.6498 -2.1969 -3.7007
O 2.6481 -3.0606 -3.1393
O 1.4063 -2.4850 -5.1087
C 2.3319 -0.3775 -3.6936
F 1.4039 0.4198 -4.2552
F 2.5582 -0.0219 -2.4458
F 3.5974 -0.3590 -4.2837
C -3.2845 -1.9181 2.5876
F -3.5730 -1.0517 1.6093
F -2.4213 -1.4101 3.4635
F -4.3538 -2.2730 3.2392
S -2.4658 -3.5158 1.9060
O -2.1204 -4.2502 3.0939
O -3.4873 -4.1407 1.0989
N -1.0977 -2.8398 1.0575
S 0.0554 -3.7982 1.1861
O -0.2981 -5.2369 1.1572
O 1.0384 -3.3112 0.2440
C 0.8921 -3.4085 2.8214
F 2.1558 -3.8562 2.7849
F 0.7314 -2.1217 3.0985
F 0.2285 -4.1185 3.7998
O -0.4465 2.4053 -0.4166
H -0.2501 3.2448 0.0428
O -0.6785 0.4741 2.0079
S -1.0410 1.1561 3.2243
O -2.4384 1.2687 3.5552
O -0.0972 0.5284 4.4311
C -0.5857 0.5616 5.7545
C -1.1806 -0.8015 6.2078
C -0.2324 2.8305 3.1278
H -1.1870 1.4203 6.0530
H 0.3190 0.5198 6.3611
H -0.8336 -1.1395 7.1842
H -0.7450 -1.5953 5.6010
H -2.2609 -0.9250 6.1309
H 0.8142 2.7895 3.4296
H -0.7817 3.3713 3.8985
H -0.4530 3.2499 2.1462
O -3.8849 1.8577 -4.2885
S -2.4670 1.9492 -3.8688
O -1.7847 0.7896 -3.1392
O -1.5937 2.3158 -5.2180
C -1.5944 1.4699 -6.3555
C -0.2981 1.3798 -7.1530
C -2.0966 3.4402 -2.8851
H -2.2301 2.0006 -7.0642
H -2.0494 0.5215 -6.0696
H -0.3165 0.6168 -7.9313
H 0.5090 1.2223 -6.4376
H -0.0091 2.3457 -7.5672
H -1.0259 3.4903 -2.6869
H -2.5580 3.2836 -1.9101
H -2.3426 4.2748 -3.5416
O 4.3108 0.5277 0.5794
S 2.9361 0.9597 0.8305
O 1.7655 0.2064 0.3699
O 2.7844 1.2203 2.4650
C 3.9252 1.6613 3.2269
C 3.3271 2.4211 4.4371
C 2.7255 2.7201 0.3064
H 4.5299 2.4019 2.7035
H 4.5664 0.8093 3.4530
H 2.8264 1.7318 5.1170
H 2.8156 3.3103 4.0688
H 4.1266 2.9102 4.9936
H 1.7802 3.1028 0.6910
H 2.8337 2.5830 -0.7696
H 3.5635 3.2950 0.7003
*
```

HOMO energy (alpha / beta): -6.5 / -6.5 eV
HOMO-LUMO gap (alpha / beta): 7.520 / 4.962 eV
energy relative to the best compared isomer or geometry (same formula, charge and spin): 26.6 kJ/mol
⟨S²⟩: 0.75

[6]
ORCA calculation (ωB97M-V/def2-TZVPD) on C13H25BO4 in the gas phase in a non-equilibrium geometry.

```
! wB97M-V def2-TZVPD RIJCOSX def2/J DEFGRID3
* xyz 0 1
C 5.1521 -1.3535 0.6682
C 4.6298 0.0622 0.5885
B 3.0477 0.3490 0.1134
C 1.9191 0.2400 1.3307
C 1.1672 1.6750 1.6422
C 0.0535 2.1155 0.5175
C -1.1018 0.9760 0.2810
C -2.4163 1.7501 -0.3605
C -3.2199 0.6280 -1.2741
C -3.9795 -0.5336 -0.3554
C -3.5232 -2.0193 -0.9016
O -3.5677 -3.0836 0.1245
C -2.6085 -2.8406 1.2129
C -1.0035 -2.5434 1.0590
O -3.1120 -2.8235 2.4772
C 2.7023 0.6752 -1.4694
O 3.4876 1.8459 -1.9576
O 3.0395 2.2405 -3.1180
H 4.6044 -2.2547 0.1255
H 6.1514 -1.6377 1.2396
H 5.3332 0.9712 0.8418
H 1.1606 -0.6059 0.9910
H 2.4475 -0.1247 2.3363
H 1.9940 2.5153 1.8109
H 0.5952 1.5527 2.6591
H 0.5877 2.3554 -0.4956
H -0.4710 3.1219 0.8813
H -1.3472 0.4940 1.3379
H -0.7187 0.1599 -0.4756
H -2.0059 2.6199 -1.0472
H -3.1158 2.1950 0.4712
H -2.4087 0.1353 -1.9934
H -4.0413 1.1660 -1.9191
H -5.1505 -0.3309 -0.4563
H -3.6826 -0.3075 0.7537
H -4.3410 -2.3268 -1.7152
H -2.4961 -2.0017 -1.5098
H -0.7610 -1.6142 1.7676
H -0.6619 -2.2539 -0.0223
H -0.4032 -3.4636 1.5145
H 3.0485 -0.2687 -2.1033
H 1.5586 0.8141 -1.6988
H 3.4576 1.7297 -3.8723
*
```

HOMO energy: -9.1 eV
HOMO-LUMO gap: 9.201 eV
energy relative to the best compared isomer or geometry (same formula, charge and spin): 1054.0 kJ/mol
SMILES: C=CB(CCCCCCCCOC(C)=O)COO

[7]
ORCA calculation (ωB97M-V/def2-TZVPD) on 3 unconnected molecules or ions with the total composition C13H25ClN4O2 in a non-equilibrium geometry.

```
! wB97M-V def2-TZVPD RIJCOSX def2/J DEFGRID3
* xyz 0 1
C 1.7649 0.9156 0.3519
C 1.3278 0.7057 -1.0977
C 0.9031 1.9840 -1.8117
Cl -0.1494 1.5489 -3.2335
N 0.3317 2.9967 -0.9630
C -0.8089 2.7050 -0.1918
O -1.2895 3.5450 0.5543
O -1.2869 1.4485 -0.2861
C -2.6472 1.3979 -0.8441
N -3.6396 1.0950 0.0980
H 2.6147 0.3046 0.6217
H 2.0329 1.9470 0.5356
H 0.9467 0.6516 1.0111
H 2.1331 0.2763 -1.6815
H 0.5162 -0.0072 -1.1320
H 1.7759 2.4293 -2.2647
H 0.1603 3.8308 -1.5055
H -2.6307 0.6271 -1.6023
H -2.8358 2.3407 -1.3441
H -3.6509 0.1169 0.3337
H -3.6047 1.6826 0.9135
C -5.1599 -1.3440 -3.4344
C -4.2298 -2.5521 -3.4658
C -4.3162 -3.4025 -2.1938
C -3.8589 -2.6670 -1.0186
N -3.4943 -2.0905 -0.0974
H -4.8962 -0.6573 -2.6280
H -5.0999 -0.7930 -4.3723
H -6.1971 -1.6517 -3.2916
H -3.2012 -2.2198 -3.6141
H -4.4841 -3.1861 -4.3164
H -3.7055 -4.3001 -2.2994
H -5.3429 -3.7322 -2.0276
C 5.8022 0.4346 4.8760
C 4.6053 -0.3936 4.4231
C 4.8972 -1.2292 3.1726
C 5.1684 -0.3951 2.0036
N 5.3669 0.2616 1.0846
H 6.0879 1.1662 4.1193
H 5.5661 0.9772 5.7907
H 6.6658 -0.2021 5.0768
H 3.7549 0.2630 4.2335
H 4.3094 -1.0727 5.2241
H 4.0451 -1.8718 2.9462
H 5.7527 -1.8837 3.3466
*
```

HOMO energy: -9.5 eV
HOMO-LUMO gap: 10.216 eV
SMILES: CC[C@@H](Cl)NC(=O)OCN.CCCC#N.CCCC#N

[8]
ORCA calculation (ωB97M-V/def2-TZVPD) on a molecular structure, C13H25InNO5 in a non-equilibrium geometry.

```
! wB97M-V def2-TZVPD RIJCOSX def2/J DEFGRID3
* xyz 1 1
In 8.6853 -9.9633 -7.3677
C 3.6587 -7.5905 -2.2421
C 4.7172 -7.8943 -3.2982
O 4.7335 -7.3958 -4.3862
O 5.5605 -8.7845 -3.0935
H 3.4957 -8.3074 -1.4373
H 2.7172 -7.6681 -2.7858
H 3.7944 -6.6708 -1.6731
C 13.8787 -14.2802 -3.7965
C 12.8538 -13.4400 -4.6471
O 11.6685 -13.6502 -4.3952
O 13.1411 -12.4359 -5.3773
H 13.5783 -15.3149 -3.6316
H 14.2681 -13.8389 -2.8791
H 14.7536 -14.4503 -4.4240
C 8.9810 -3.5655 -6.6763
C 10.0197 -3.3430 -5.4878
C 9.1988 -2.7894 -4.2776
C 9.9277 -2.8604 -3.0070
C 10.4502 -4.2833 -2.6946
C 11.2967 -4.8440 -3.8429
N 10.5488 -4.6675 -5.1306
O 11.2443 -5.2770 -6.1890
C 12.6982 -4.1573 -3.9023
C 11.4801 -6.3382 -3.4225
C 11.1561 -2.3426 -5.8829
H 8.5256 -2.5941 -6.8691
H 8.1072 -4.1438 -6.3760
H 9.3853 -3.9332 -7.6194
H 8.6902 -1.8460 -4.4762
H 8.4096 -3.5104 -4.0645
H 9.3100 -2.5154 -2.1778
H 10.7568 -2.1534 -3.0361
H 9.5597 -4.9114 -2.6714
H 10.8738 -4.0927 -1.7085
H 13.4354 -4.7897 -3.4076
H 13.1077 -4.0836 -4.9097
H 12.7478 -3.2548 -3.2931
H 12.3885 -6.7984 -3.8113
H 11.5375 -6.4660 -2.3415
H 10.6428 -6.9785 -3.7001
H 10.7649 -1.4209 -6.3135
H 11.8355 -2.8126 -6.5940
H 11.7688 -1.9635 -5.0650
H 12.1107 -4.8636 -6.1966
*
```

HOMO energy: -10.7 eV
HOMO-LUMO gap: 1.604 eV
energy relative to the best compared isomer or geometry (same formula, charge and spin): 566.0 kJ/mol

[9]
ORCA calculation (ωB97M-V/def2-TZVPD) on C13H25NO5 in the gas phase.

```
! wB97M-V def2-TZVPD RIJCOSX def2/J DEFGRID3
* xyz 0 1
C 4.0167 -2.1450 -1.8471
C 3.6021 -1.5818 -0.4938
C 4.0645 -0.1372 -0.3200
C 3.6565 0.4479 1.0298
H 4.0050 -0.1832 1.8504
H 4.0674 1.4575 1.1334
O 2.2410 0.5058 1.1942
C 1.6223 1.5428 0.5924
O 2.1921 2.3848 -0.0639
N 0.2864 1.5383 0.8292
C -0.3538 0.5143 1.6275
H -1.3563 0.8663 1.8706
H 0.2037 0.3611 2.5552
C -0.4468 -0.8292 0.8812
H -0.8187 -0.6539 -0.1333
H 0.5568 -1.2637 0.8112
O -1.2680 -1.7549 1.5649
C -2.4246 -2.1855 0.8857
H -2.7248 -3.1021 1.3976
C -3.5861 -1.1638 0.8942
H -3.2072 -0.1834 1.1937
O -4.2518 -1.0804 -0.3536
C -3.6640 -0.2179 -1.2985
C -3.7454 1.2674 -0.8984
O -2.6867 1.6950 -0.0668
C -1.5428 2.1688 -0.7454
C -0.5094 2.6186 0.2901
H -1.0419 3.1229 1.1028
H 0.1906 3.3149 -0.1756
H -1.1108 1.3972 -1.3971
H -1.8230 3.0274 -1.3743
H -3.7871 1.8896 -1.8014
H -4.6633 1.4186 -0.3228
H -2.6162 -0.4906 -1.4900
H -4.2369 -0.3779 -2.2146
H -4.3533 -1.4706 1.6077
H -2.1893 -2.4439 -0.1565
H 3.6421 0.4871 -1.1094
H 5.1524 -0.0856 -0.3947
H 2.5151 -1.6248 -0.3989
H 4.0286 -2.1951 0.3035
H 5.0995 -2.1296 -1.9504
H 3.6761 -3.1722 -1.9547
H 3.5890 -1.5540 -2.6540
*
```

HOMO energy: -9.1 eV
HOMO-LUMO gap: 9.975 eV
energy relative to the best compared isomer or geometry (same formula, charge and spin): 16.0 kJ/mol
SMILES: CCCCOC(=O)N1CCOCCOCCOCC1